Entry from the OMol25 dataset: a cluster of 11 separate species, C42H66O33 in total at a distorted geometry (wB97M-V/def2-TZVPD).

Properties
net charge	+1
multiplicity	2
DFT total energy	-112179.2500	eV
E_LUMO (spin up / spin down)	-2.68 / -10.02	eV
E_HOMO (spin up / spin down)	-0.43077 / -0.43077	hartree

Last column: Löwdin spin population.
Cartesian coordinates (Å):
C1 -4.79429 -0.86048 -6.75587  0.00
C2 -3.29830 -1.22592 -7.03018  0.00
C3 -2.51845 -0.09487 -7.56166  0.00
O1 -1.55929 0.07722 -6.53392  0.00
C4 -1.73899 -0.69278 -5.53737  0.00
O2 -0.94286 -0.79443 -4.62452  0.00
O3 -2.83732 -1.40843 -5.69196  0.00
H1 -4.94737 -0.03955 -6.05535  0.00
H2 -5.23382 -1.79393 -6.40429  0.00
H3 -5.17151 -0.63521 -7.75339  0.00
H4 -3.16521 -2.11281 -7.64971  0.00
H5 -3.20326 0.73925 -7.71464  0.00
H6 -2.05531 -0.29632 -8.52759  0.00
C5 1.33932 3.10449 -4.76737  0.00
C6 0.69201 4.40096 -5.31688  0.00
C7 0.77308 5.54026 -4.29410  0.00
O4 1.24123 6.67035 -5.09368  0.00
C8 1.79947 6.22581 -6.23079  0.00
O5 2.34324 6.95508 -7.08538  0.00
O6 1.46954 4.93858 -6.38088  0.00
H7 0.82373 2.77033 -3.86704  0.00
H8 2.39163 3.27715 -4.54171  0.00
H9 1.20839 2.42895 -5.61272  0.00
H10 -0.36374 4.24713 -5.54004  0.00
H11 1.53201 5.19864 -3.59023  0.00
H12 -0.19090 5.63781 -3.79479  0.00
C9 -5.72819 2.25387 -3.75527  0.00
C10 -4.41718 2.94263 -4.23523  0.00
C11 -4.54643 4.42241 -3.97688  0.00
O7 -3.25401 4.72723 -3.42315  0.00
C12 -2.56048 3.62576 -3.19551  0.00
O8 -1.47239 3.62722 -2.68733  0.00
O9 -3.29982 2.59389 -3.52787  0.00
H13 -6.56702 2.46817 -4.41751  0.00
H14 -5.90853 2.58340 -2.73205  0.00
H15 -5.57574 1.18345 -3.89333  0.00
H16 -4.21854 2.82741 -5.30076  0.00
H17 -5.36090 4.82937 -3.37761  0.00
H18 -4.69622 4.86030 -4.96375  0.00
C13 3.17607 0.39749 8.68591  0.00
C14 4.14565 0.19444 7.52245  0.00
C15 3.66904 -0.35716 6.12953  0.00
O10 4.37365 0.45662 5.22512  0.00
C16 4.87893 1.48866 5.80907  0.00
O11 5.46137 2.34122 5.17415  0.00
O12 4.73682 1.42765 7.12865  0.00
H19 3.79645 0.69084 9.53278  0.00
H20 2.63636 -0.39163 9.20944  0.00
H21 2.47705 1.20895 8.48340  0.00
H22 4.89267 -0.54305 7.81602  0.00
H23 2.58117 -0.38219 6.06608  0.00
H24 4.02782 -1.38118 6.02580  0.00
C17 -4.05223 0.57421 -0.44600  0.00
C18 -5.43016 0.19591 0.07212  0.00
C19 -5.86329 1.02146 1.32118  0.00
O13 -6.80789 1.95868 0.81024  0.00
C20 -7.09412 1.66007 -0.38040  0.00
O14 -7.95430 2.24686 -1.03957  0.00
O15 -6.32316 0.63743 -0.81681  0.00
H25 -4.06125 1.64971 -0.62296  0.00
H26 -3.71584 0.21449 -1.41840  0.00
H27 -3.27482 0.47240 0.31121  0.00
H28 -5.62178 -0.87555 0.12987  0.00
H29 -4.97028 1.45585 1.77056  0.00
H30 -6.39710 0.37901 2.02146  0.00
C21 0.01350 2.24157 3.04732  0.00
C22 -0.84656 3.36647 2.55123  0.00
C23 -0.67317 3.58522 1.01259  0.00
O16 -1.96454 4.16196 0.74296  0.00
C24 -2.79095 3.67080 1.57905  0.00
O17 -4.03292 3.70811 1.42308  0.00
O18 -2.19970 3.03643 2.50435  0.00
H31 0.19831 2.34671 4.11638  0.00
H32 0.92341 1.93362 2.53219  0.00
H33 -0.51590 1.28878 3.05197  0.00
H34 -0.67775 4.27341 3.13181  0.00
H35 -0.56139 2.65115 0.46202  0.00
H36 0.29675 4.00097 0.73958  0.00
C25 5.85705 -4.67967 0.96534  0.05
C26 5.28481 -3.89031 -0.18472  0.06
C27 4.48343 -2.62333 0.00040  0.15
O19 5.27943 -1.54271 -0.30194  0.44
C28 6.46045 -2.01640 -0.86414  0.01
O20 7.33646 -1.32756 -1.35296  0.03
O21 6.38565 -3.37580 -0.94608  0.08
H37 5.12737 -5.20000 1.58575  0.00
H38 6.56203 -4.11129 1.57202  0.00
H39 6.39500 -5.55395 0.59882  0.00
H40 4.63552 -4.57610 -0.72898  0.03
H41 3.97213 -2.54979 0.96022  0.05
H42 3.69756 -2.53776 -0.75005  0.09
C29 -1.99236 -2.98289 -1.22294  0.00
C30 -1.08609 -4.21941 -1.34641  0.00
C31 -0.18025 -4.24167 -2.55594  0.00
O22 1.05566 -4.47835 -1.90743  0.00
C32 1.00564 -4.47251 -0.52710  0.00
O23 1.92844 -4.67833 0.17373  0.00
O24 -0.23022 -4.35470 -0.15107  0.00
H43 -2.90597 -3.05762 -1.81270  0.00
H44 -1.42046 -2.17229 -1.67457  0.00
H45 -2.25865 -2.92991 -0.16730  0.00
H46 -1.61300 -5.17341 -1.36540  0.00
H47 -0.17537 -3.33126 -3.15530  0.00
H48 -0.50227 -4.99314 -3.27685  0.00
C33 0.13480 -1.57976 3.89142  0.00
C34 -1.35856 -1.99431 4.12832  0.00
C35 -2.34102 -0.92401 4.66915  0.00
O25 -3.47446 -1.19739 3.86812  0.00
C36 -3.24224 -2.15811 2.90635  0.00
O26 -3.99372 -2.50082 2.05481  0.00
O27 -1.95552 -2.52401 2.91292  0.00
H49 0.64066 -1.12824 4.74484  0.00
H50 0.22471 -0.91854 3.02956  0.00
H51 0.66269 -2.51854 3.72368  0.00
H52 -1.42865 -2.79339 4.86633  0.00
H53 -1.97568 0.09651 4.55444  0.00
H54 -2.50148 -1.13531 5.72637  0.00
C37 3.08734 -0.18663 2.09292  0.00
O28 1.85244 -0.37383 1.34717  0.00
C38 1.64274 0.41587 0.30391  0.00
O29 2.50548 1.15289 -0.24642  0.00
O30 0.36576 0.25556 -0.08997  0.00
C39 -0.03788 0.66852 -1.41430  0.00
H55 3.06728 -0.68876 3.06016  0.00
H56 3.14611 0.87958 2.31167  0.00
H57 4.03893 -0.40824 1.60971  0.00
H58 0.09499 1.74584 -1.51345  0.00
H59 -1.09945 0.46399 -1.55331  0.00
H60 0.52519 0.13506 -2.18012  0.00
C40 6.53419 -1.96725 3.29159  0.00
O31 5.17196 -2.38672 3.14845  0.00
C41 4.60590 -3.20260 4.01380  0.00
O32 5.16431 -3.69976 4.98456  0.00
O33 3.32664 -3.52812 3.59358  0.00
C42 2.66410 -4.73195 4.09084  0.00
H61 6.95670 -1.85981 4.29060  0.00
H62 6.54840 -0.92708 2.96612  0.00
H63 7.22867 -2.51608 2.65552  0.00
H64 1.62228 -4.72550 3.77040  0.00
H65 2.85465 -4.78316 5.16283  0.00
H66 3.19631 -5.59454 3.68987  0.00